# 1
12
Properties=species:S:1:pos:R:3:lowdin_charge:R:1 method="wB97M-V/def2-TZVPD" e_lumo_ev=4.007 homo_lumo_gap_ev=9.11 e_homo_ev=-5.11 charge=-1 e_above_lowest_kcal_mol=2.95
N -1.34 -1.15 -0.10 0.073
C -0.56 -0.07 -0.68 -0.796
O -0.36 -0.12 -1.90 -0.058
O -0.13 0.81 0.12 -0.087
H -1.38 -1.84 -0.85 0.057
H -0.81 -1.69 0.58 0.052
H 0.05 0.09 1.79 -0.029
H -0.47 -0.53 3.17 0.015
O 0.30 -0.19 2.69 -0.104
H 1.63 1.80 -0.89 -0.005
H 1.19 1.14 -2.11 -0.007
O 1.89 1.75 -1.81 -0.111

***

# 2
10
Properties=species:S:1:pos:R:3:lowdin_charge:R:1 method="wB97M-V/def2-TZVPD" smiles="C=PS.N" e_lumo_ev=-0.169 homo_lumo_gap_ev=8.89 e_homo_ev=-9.06 e_above_lowest_kcal_mol=35.50
C -1.09 1.76 -0.72 -0.458
N 0.99 -1.31 -1.56 0.015
P -0.81 0.74 0.60 0.478
S -2.12 -0.90 0.36 0.263
H 0.98 -0.63 -0.78 -0.053
H -2.00 1.69 -1.45 0.036
H -0.58 2.70 -0.73 -0.049
H 0.23 -1.21 -2.10 -0.069
H 1.80 -1.00 -2.14 0.032
H -3.00 -0.44 -0.57 -0.195

***

# 3
10
Properties=species:S:1:pos:R:3:lowdin_charge:R:1 method="wB97M-V/def2-TZVPD" e_lumo_ev="-1.076 / -1.056" homo_lumo_gap_ev="6.55 / 6.56" e_homo_ev="-7.62 / -7.61" e_above_lowest_kcal_mol=58.71
C -1.32 -1.16 -1.44 -0.416
N 1.85 1.40 1.52 0.006
P 1.78 -1.59 -1.22 0.203
S 0.10 -2.38 -1.80 0.195
H -1.09 -0.65 -0.41 0.067
H -2.16 -1.83 -1.54 -0.001
H -1.28 -0.44 -2.18 -0.019
H 0.78 1.51 1.55 0.053
H 2.27 2.04 2.18 0.004
H 2.13 0.50 1.54 -0.092